C25H57Ba2N2O8 | wB97M-V/def2-TZVPD

Atoms and positions in Å:
H 2.35252 1.39625 10.89721
H 4.18182 3.26453 7.32707
H 8.66805 5.90566 9.69563
H 7.05543 6.07496 10.70161
C 7.58853 3.64062 6.51186
C 3.13366 3.70140 9.76484
H 6.04238 3.86194 10.24595
O 8.59833 1.17691 11.18890
C 8.54236 4.83833 9.51367
H 5.09720 7.47514 10.30941
H 6.39211 7.98187 9.34920
C 6.35877 5.86912 9.88895
H 10.37692 5.13092 4.01257
H 9.56136 1.61445 3.68717
C 6.89456 3.62116 12.20322
C 4.54275 1.24459 10.36983
H 7.02854 5.75055 11.73697
O 5.31219 0.78731 9.27687
H 7.93589 4.69202 4.81319
H 3.16606 5.43730 6.66331
H 8.01313 2.30903 3.83745
O 7.55872 2.60331 9.78290
C 5.39450 4.73425 10.15980
C 6.56561 5.05432 12.43631
H 6.88639 2.25133 9.19494
C 4.32137 4.48688 9.05863
C 8.32845 2.80066 7.60480
H 5.28806 2.69831 8.62057
H 9.37311 3.02200 10.10800
H 6.24871 0.65954 9.44483
Ba 7.75722 -1.04313 11.21339
O 2.75507 5.69364 7.49215
C 8.53930 0.59614 6.52507
H 4.67251 0.66135 11.28146
C 9.05704 2.58074 3.68083
C 4.73920 6.97786 8.19850
H 5.48248 5.12338 12.53712
H 11.42030 3.83260 3.69586
H 8.69118 3.93808 11.72549
H 2.83965 1.91982 9.26393
C 9.70566 4.05986 10.08964
H 4.94439 7.16708 5.96599
N 10.22415 2.41102 5.97164
H 9.78408 1.02663 9.06489
H 8.62395 3.41733 8.45361
H 3.51372 2.83075 10.29928
C 5.54630 6.99388 6.85808
H 8.51207 4.70800 8.43192
O 11.21631 1.54825 5.51821
C 5.67735 7.16405 9.44066
H 6.60967 3.24379 11.22112
O 9.83383 4.50596 11.41166
H 2.71962 4.37866 10.51183
C 9.35639 1.77640 7.00903
H 7.60179 4.43092 9.88441
H 4.87926 2.19519 10.78362
C 9.65683 3.33796 4.93026
H 3.46128 8.60591 9.16406
C 3.91052 8.29127 8.22211
C 8.57858 4.23407 5.56509
H 6.40480 2.95352 12.91208
H 7.90113 0.17872 7.30391
C 4.93800 3.56113 8.05393
O 7.01463 0.47542 9.91879
H 2.35178 3.37193 9.08059
H 4.86962 4.87449 11.10476
N 3.81368 5.77924 8.46208
H 6.02746 6.01692 6.90434
C 3.02959 1.20507 10.06466
H 7.98373 0.89014 5.63457
H 12.00852 2.01842 5.78828
H 7.10065 5.59586 9.13858
H 7.48086 2.26980 8.03827
H 2.76658 0.21252 9.69893
C 7.72652 1.39381 10.31284
H 11.46988 4.49095 5.30287
H 10.84590 2.23556 8.51660
H 9.11288 -0.14068 5.96274
O 8.25396 3.35000 12.34567
H 6.94238 4.38540 6.97648
H 9.29420 3.11679 2.76186
H 10.65966 4.24657 9.59657
C 10.79165 4.24146 4.48687
H 6.25505 7.82193 6.86818
H 4.59527 9.11006 8.00119
H 9.90996 5.46174 11.45956
H 6.95030 5.19305 13.44669
C 10.34110 1.33053 8.17863
Ba 8.60683 1.61468 13.23492
H 6.87002 3.07844 5.91538
H 11.01760 0.52552 7.89154
H 3.14201 8.24007 7.45084
H 5.84316 3.92612 7.56857
H 9.05533 5.08886 6.04481

The orbital gap comes out at 3.23 eV. As for the charge: +3. As for the lowest unoccupied orbital energy: -0.4079 hartree.

---

C23H23F6GeMgN3O4S3Se | wB97M-V/def2-TZVPD

Atoms and positions in Å:
C 4.94470 0.86001 0.80798
C -0.50994 -1.54878 2.79604
F -3.87362 -1.06862 -1.04104
F -3.97381 -3.20973 -0.84278
C 1.16388 0.88700 5.20413
C 1.34595 0.00584 -3.04523
C -5.81235 4.29811 0.53787
H 1.39124 1.69270 1.39043
O -1.92192 -4.81865 -0.27264
F 0.67889 -5.60592 -0.27063
H 6.92768 -1.39924 -0.90035
H 2.59586 -1.18716 0.33861
H 1.08800 0.66977 6.26151
C 5.89316 -1.74369 -0.85719
C -7.70492 4.86981 -0.92213
O -1.92888 -5.91640 -2.49306
H 2.31620 0.13815 -3.51523
Ge 4.68031 -0.22199 -0.79294
C 2.82547 -0.89244 -0.68671
C 0.66134 0.33028 2.88900
S -1.45555 -4.89193 -1.62965
N -8.69584 5.42140 -1.10994
O -1.43370 -0.92709 -2.03778
Mg -0.75885 -0.31727 0.01838
C 1.93291 2.28555 3.38364
H 2.63752 -1.75272 -1.32914
C -1.90910 1.34263 0.26869
C -5.92685 3.35358 -1.67897
H 4.14696 1.60256 0.88115
S -0.32252 -1.40776 4.49340
H 5.77495 -2.37407 0.02537
H 4.92543 0.24121 1.70653
C 1.84174 2.00009 4.75343
H -6.43607 3.26941 -2.62970
H -6.22915 4.94742 1.29598
F 1.10874 -4.10351 -1.75857
H 0.61633 0.67528 -3.49166
C -6.46193 4.17381 -0.68646
H 1.00483 -1.02128 -3.14155
H -1.03216 -2.39678 2.36819
C -2.92111 1.98759 0.04796
H 2.46900 3.16810 3.05883
H 5.89960 1.38606 0.76774
H 4.08090 1.60401 -2.46238
C -4.10526 2.76132 -0.20376
H 4.94460 0.28567 -3.28638
C -3.25347 -2.14363 -0.58400
F 0.75057 -6.14299 -2.36323
C 0.39567 -5.20216 -1.50056
C 4.90267 0.89168 -2.37971
S -1.52246 -2.22038 -1.38650
H 5.69281 -2.34620 -1.74452
O -0.55900 -2.28501 -0.27093
H -4.33405 2.01350 -2.19781
H 5.83544 1.45204 -2.30175
C 1.34512 1.46424 2.44735
N 0.03015 -0.61423 2.07685
H -4.13998 3.68473 1.72766
Se 1.50645 0.47061 -1.16962
N -1.53219 -3.43156 -2.35912
C 0.57605 0.05344 4.25455
C -4.64576 3.59563 0.77599
F -3.07729 -2.01605 0.73604
C -4.75790 2.65688 -1.43881
H 2.30453 2.66709 5.46916

The orbital gap comes out at 8.30 eV. As for the lowest unoccupied orbital energy: -0.0078 hartree.

---

C12H26NO7PS3 | wB97M-V/def2-TZVPD

Atoms and positions in Å:
C 1.10598 0.41120 -1.11511
H 2.32125 -0.16136 -2.74840
C -3.58618 -3.44542 -0.37589
H -6.04957 -1.35325 0.63537
H 6.35218 -0.46970 -0.37553
H -6.08615 -1.98367 -1.03002
H -3.81938 -3.75436 -1.39695
S 1.46615 3.88362 0.20060
O -6.73519 -4.43773 -0.47210
H 1.95796 -2.45299 -2.56209
H 3.16870 0.85126 -1.56396
H 0.73668 1.34969 -1.51297
C 1.55015 5.83948 1.93716
H -3.98015 -4.18053 1.63658
H 2.37336 6.04572 -0.10683
C 0.69447 3.52667 1.78921
H 0.49284 4.79499 3.54124
H 2.78058 -1.15244 0.07276
H -2.51005 -3.51926 -0.24744
C 2.45950 0.03595 -1.68044
O -6.57313 -3.64041 1.88577
C 2.92821 -1.26207 -1.00729
H 4.66450 -2.14989 -2.55373
S -6.02101 -3.72389 0.55721
C 2.34199 5.35131 0.72939
C 1.22334 4.58646 2.76143
P 4.69315 -1.59297 -1.25460
C -4.33567 -4.32636 0.61651
H 4.90261 -2.72633 -0.44143
S 0.35893 -2.06117 -0.92876
H 1.12619 0.48994 -0.02787
O 2.39861 2.83900 -0.14802
C 2.01635 -2.39867 -1.47454
H 2.12998 4.22214 3.24774
H -4.34336 -5.38539 0.36994
N 5.62583 -0.36354 -1.06939
H -0.38031 3.60263 1.63538
H 2.11985 6.56628 2.51384
O 0.36567 -2.02833 0.50557
O 0.12205 -0.60294 -1.48068
H 2.27603 -3.37844 -1.07126
H -3.76347 -1.33898 -0.91932
O -0.56300 -2.89528 -1.62900
O 0.44297 4.25318 -0.74477
H -3.68104 -1.64475 0.81124
H 0.62868 6.32206 1.60524
H 3.35127 5.04157 0.99980
C -4.08816 -2.01689 -0.13117
C -5.61713 -2.07566 -0.05226
H 0.95695 2.50955 2.06985

The orbital gap comes out at 9.67 eV. Its SMILES is N=[PH2][C@H]1CCOS(=O)(=O)C1.O=S1(=O)CCCC1.O=S1(=O)CCCC1. As for the lowest unoccupied orbital energy: 0.0153 hartree.

---

Energy relative to the best compared isomer or geometry (same formula, charge and spin) per entry: 1902.8 2.6 0.0 kJ/mol
E_tot per entry: -47548.79156 -213001.78550 -70481.10331 eV
E_HOMO per entry: -14.3 -8.5 -9.3 eV